(1)
Entry from the OMol25 dataset: a cluster of 2 separate species, C3H8NO in total (the ωB97M-V functional and the def2-TZVPD basis).

Structure (XYZ):
```
13
Properties=species:S:1:pos:R:3:forces:R:3
C -1.3636 -0.8732 -0.5519 0.7063 0.2308 0.4241
H -2.1093 -2.1653 0.9008 0.2802 0.2708 0.3117
H 2.2538 0.9345 -0.9901 -0.4438 -0.6927 -0.4831
H 2.5592 2.6722 0.3919 -0.4786 -0.0692 -0.4392
H -2.9459 -0.5256 0.8250 -0.3871 -0.1045 -0.6716
C 1.7458 1.9562 0.5436 0.4240 0.0030 1.3352
C -2.1940 -1.1913 0.4254 0.1342 -0.4206 0.1221
H -1.4580 -0.0244 -1.2166 -0.0880 0.2208 0.2117
N 1.5814 0.9648 -0.2312 0.6654 0.4273 0.6232
H 1.2154 2.0230 1.4962 -0.2526 -0.0147 -0.4397
O -0.1085 -1.4871 -0.7422 -0.4600 -0.0900 -0.4636
H 0.9848 0.1614 0.0242 -0.0194 0.0423 -0.6998
H -0.1612 -2.4452 -0.8750 -0.0806 0.1964 0.1692
```
Forces are in eV/Å.

Values from the calculation:
HOMO energy = -13.146 eV
HOMO-LUMO gap = 7.5 eV
Net charge = +1
Energy above the lowest of the compared OMol25 structures with the same formula, charge and spin = 158.09 kJ/mol

Results of the Löwdin charge analysis, in e, for atoms 1 through 2: number 1, C, carries -0.260; number 2, H, carries 0.075

=====

(2)
Entry from the OMol25 dataset: the ion C3H8NO with charge +1 (the ωB97M-V functional and the def2-TZVPD basis).

Structure (XYZ):
```
13
Properties=species:S:1:pos:R:3:forces:R:3
H 1.6629 -1.7771 -0.4347 0.1333 0.0118 -0.0114
H 1.0009 0.2436 -1.4555 0.1727 -0.2247 0.0609
C -0.2851 1.0279 -0.0804 0.0343 -0.6083 0.0504
N 0.3670 -0.1478 -0.7567 -0.1802 0.4137 -0.1570
C -1.4934 0.5532 0.7110 -0.0062 0.2702 -0.3655
H 1.7280 -0.4953 0.8178 0.0507 -0.0637 -0.0053
H 0.4715 1.5069 0.5383 -0.0977 0.1629 0.0164
H -0.3423 -0.6697 -1.2809 -0.0919 -0.0316 0.1942
C 1.0866 -1.0857 0.1702 -0.0492 0.0004 -0.1641
O -1.8815 -0.5746 0.6226 0.0067 -0.1051 0.0782
H -2.0122 1.3490 1.2618 -0.0717 -0.0910 0.2383
H -0.6489 1.7096 -0.8481 0.1365 0.1668 -0.0230
H 0.3464 -1.6399 0.7349 -0.0372 0.0985 0.0878
```
Forces are in eV/Å.

Values from the calculation:
HOMO energy = -15.195 eV
HOMO-LUMO gap = 11.5 eV
Net charge = +1
SMILES = C[NH2+]CC=O
Energy above the lowest of the compared OMol25 structures with the same formula, charge and spin = 18.19 kJ/mol

Results of the Löwdin charge analysis, in e, for atoms 1 through 2: number 1, H, carries 0.111; number 2, H, carries 0.184

=====

(3)
Entry from the OMol25 dataset: a structure of composition C3H8NO (the ωB97M-V functional and the def2-TZVPD basis).

Structure (XYZ):
```
13
Properties=species:S:1:pos:R:3:forces:R:3
C -0.2165 0.5202 -0.5432 -0.4512 -0.2768 1.2307
C 1.1260 -1.1736 0.0890 -0.9028 1.6458 -1.0494
H -0.6635 -1.6513 1.9481 0.2612 -0.6607 1.4010
C -1.0143 -0.8402 1.3736 0.5372 0.2503 1.1875
H -1.9707 -1.2016 1.0094 0.0776 0.4178 -0.9249
H 0.1644 0.1884 -1.5141 -0.3818 0.7849 0.1929
O 1.9636 -1.1016 -0.6627 2.8050 -1.7978 -0.2875
H -1.1266 0.0994 1.9688 0.0780 -0.9328 -0.4365
H 1.0399 2.1512 -1.9672 1.8439 -0.7973 0.6259
H 0.3031 1.3499 -0.0130 -0.6677 -0.1997 -1.1411
N 0.0511 -0.6253 0.3933 -2.3945 -0.5152 1.0611
H -1.3146 0.5355 -0.4411 0.5298 0.7578 -0.7680
H 1.6580 1.7491 -1.6411 -1.3347 1.3237 -1.0919
```
Forces are in eV/Å.

Values from the calculation:
HOMO energy = -16.746 eV
HOMO-LUMO gap = 9.9 eV
Net charge = +1
Energy above the lowest of the compared OMol25 structures with the same formula, charge and spin = 342.91 kJ/mol

Results of the Löwdin charge analysis, in e, for atoms 1 through 2: number 1, C, carries 0.011; number 2, C, carries -0.098

=====

(4)
Entry from the OMol25 dataset: a cluster of 2 separate species, C3H8NO2 in total (the ωB97M-V functional and the def2-TZVPD basis).

Structure (XYZ):
```
14
Properties=species:S:1:pos:R:3:forces:R:3
C 0.2552 -0.0578 0.4808 -0.4461 -0.4216 -0.9238
O 0.5377 -2.3253 -1.0661 -0.9593 0.9026 -0.4224
C 1.6887 -0.3725 0.3536 0.6812 2.4601 -0.4609
H -1.8093 2.3003 -0.3476 -0.2532 -1.6993 0.7002
H -1.8654 0.4525 -0.3236 -1.4240 -2.3762 -2.4195
H -0.4553 -0.6170 -1.6630 0.6454 -1.7966 1.1406
H 2.4220 -0.0581 1.2377 -1.4156 -0.5977 -1.8964
H 1.6655 -1.4309 0.1273 0.4834 -0.7889 0.0502
C -1.5340 1.2885 0.1404 -0.0189 3.8861 -0.7809
H -0.1785 -0.2827 1.4465 -0.3579 -0.2820 0.3493
N -0.4548 -1.4618 -0.9073 0.6754 1.9271 0.4755
O -0.1668 1.2852 0.1163 1.9568 -1.1805 0.7185
H -2.0155 1.1632 1.0792 -0.1087 0.5434 1.7725
H 1.9103 0.1162 -0.6743 0.5418 -0.5766 1.6972
```
Forces are in eV/Å.

Values from the calculation:
HOMO energy = -1.782 eV
HOMO-LUMO gap = 5.9 eV
Net charge = -1
Energy above the lowest of the compared OMol25 structures with the same formula, charge and spin = 644.99 kJ/mol

Results of the Löwdin charge analysis, in e, for atoms 1 through 2: number 1, C, carries -0.328; number 2, O, carries -0.438

=====

(5)
Entry from the OMol25 dataset: a cluster of 2 separate species, C3H8NO2 in total (the ωB97M-V functional and the def2-TZVPD basis).

Structure (XYZ):
```
14
Properties=species:S:1:pos:R:3:forces:R:3
H -0.1640 1.0648 -1.4849 0.1464 -0.2452 0.0319
C 0.2913 -1.7780 0.0394 0.4768 0.5632 -1.5453
H 0.4370 -2.2622 0.9803 -0.3228 -0.3779 0.4504
H 1.5991 0.6168 -1.7345 -1.7942 -0.4959 0.6238
C 0.5325 0.2202 -1.4662 2.3935 1.8224 1.9347
C 0.5575 -0.4544 -0.0948 -0.5923 0.6895 1.0400
H 0.3204 -0.5152 -2.1605 -0.7133 -1.3770 -1.5708
H 0.3833 -0.2352 1.9130 1.0166 1.5277 -1.9463
O -1.9329 0.8380 0.7379 -0.1472 1.3121 0.8186
H 0.0641 -2.3383 -0.8746 0.2744 -0.0895 0.5508
H -2.3573 1.6889 0.9881 -0.0056 -0.9272 -0.3739
O 0.4230 1.6658 1.0913 -0.2535 -0.3608 -0.0328
N 0.8038 0.3267 1.0690 -0.0920 -2.2772 0.6315
H -0.9578 1.1624 0.9965 -0.3869 0.2357 -0.6126
```
Forces are in eV/Å.

Values from the calculation:
HOMO energy = -2.156 eV
HOMO-LUMO gap = 6.5 eV
Net charge = -1
Energy above the lowest of the compared OMol25 structures with the same formula, charge and spin = 385.03 kJ/mol

Results of the Löwdin charge analysis, in e, for atoms 1 through 2: number 1, H, carries 0.064; number 2, C, carries -0.046

=====

(6)
Entry from the OMol25 dataset: an isolated molecule of C3H8NO2 (the ωB97M-V functional and the def2-TZVPD basis).

Structure (XYZ):
```
14
Properties=species:S:1:pos:R:3:forces:R:3
H 0.8197 0.6199 1.8710 -0.2773 0.8597 0.1312
O -0.4224 -1.8664 1.2348 -0.2951 -0.1718 0.4089
C 0.7662 -1.2225 0.8320 -1.4578 1.2678 -0.1369
H -1.5792 0.4443 -1.5936 0.5039 0.3634 -0.0199
O -0.0002 1.6143 -1.9305 0.3511 0.1077 -0.9073
C -0.5081 0.5933 -1.2580 -1.5472 0.5533 1.4943
H -0.0964 -0.3891 -1.5187 0.4093 0.1077 -0.0895
H 1.4815 -1.5456 1.5901 0.5568 -0.1213 -0.8596
N -0.5381 0.7811 0.2029 1.0431 -0.3142 0.1804
H -0.6850 1.7410 0.4995 -0.4145 -0.0050 -0.7438
H 0.8845 -1.4321 -0.2356 1.0986 -0.8266 0.3303
H 1.7109 0.5000 0.2608 -1.5062 0.9400 0.7203
C 0.7073 0.3634 0.8298 1.5402 -3.0059 -0.5917
H -1.1320 -1.6579 0.6205 -0.0049 0.2452 0.0834
```
Forces are in eV/Å.

Values from the calculation:
Expectation value of S² = 0.755
HOMO energy (alpha / beta) = -9.493 / -9.442 eV
2S+1 = 2
HOMO-LUMO gap (alpha / beta) = 10.3 / 7.6 eV
Energy above the lowest of the compared OMol25 structures with the same formula, charge and spin = 115.81 kJ/mol

Results of the Löwdin charge analysis, in e, for atoms 1 through 2: number 1, H, carries 0.103; number 2, O, carries -0.078

=====

(7)
Entry from the OMol25 dataset: an isolated molecule of C3H8NO2 (the ωB97M-V functional and the def2-TZVPD basis).

Structure (XYZ):
```
14
Properties=species:S:1:pos:R:3:forces:R:3
H 0.4315 1.3051 1.6273 2.6054 1.6966 -0.9476
O 1.9429 0.7141 0.3598 3.2173 4.3411 1.7236
C -0.2346 -0.2487 0.3795 1.6726 -1.6589 0.9391
H -0.9208 1.0743 -1.2784 0.1666 -1.7766 0.3365
H -1.2487 1.3236 1.4474 1.8100 -1.2323 0.5648
O -1.1008 -1.1473 -1.5288 -1.2354 -0.1334 -0.2628
C 1.2630 -0.1730 -0.0862 -4.1750 -3.8809 -0.4837
C -1.1499 0.0542 -0.7830 2.7496 0.5864 -0.7609
H 1.4437 -0.8752 -0.8855 0.5981 -0.2268 -0.4038
H -0.2902 0.1874 2.4443 -0.7151 0.7231 -1.2038
H -0.4356 -1.2589 -2.1995 0.7323 0.7186 -0.1361
H -0.4342 -1.3169 0.8556 -0.1811 2.1754 -1.3111
N -0.3491 0.7308 1.5363 -3.7530 -1.5100 1.0432
H -2.1106 0.1155 -0.4749 -3.4924 0.1777 0.9024
```
Forces are in eV/Å.

Values from the calculation:
Expectation value of S² = 0.753
HOMO energy (alpha / beta) = -3.832 / -8.129 eV
2S+1 = 2
HOMO-LUMO gap (alpha / beta) = 3.9 / 8.1 eV
Energy above the lowest of the compared OMol25 structures with the same formula, charge and spin = 241.22 kJ/mol

Results of the Löwdin charge analysis, in e, for atoms 1 through 2: number 1, H, carries 0.086; number 2, O, carries -0.130

=====

(8)
Entry from the OMol25 dataset: a cluster of 2 separate species, C3H8NO2 in total (the ωB97M-V functional and the def2-TZVPD basis).

Structure (XYZ):
```
14
Properties=species:S:1:pos:R:3:forces:R:3
H -1.3746 0.0514 -3.1063 0.8822 0.0446 -1.0822
O 0.9899 0.3048 2.2317 -1.9435 0.0603 0.5849
O 2.3057 0.2375 2.2113 2.6033 -0.1790 -1.4276
C -0.5856 -0.4725 -1.1467 2.7144 1.5992 1.2419
C 2.9805 0.5310 3.2017 -1.6033 0.9772 2.3757
H 2.4230 0.8108 4.1366 0.4547 -0.3044 -0.9275
H 4.0545 0.6233 3.1974 0.1839 -0.5131 -0.7389
H 0.1807 0.0577 0.9033 0.7174 -1.2765 -0.7284
H -1.0613 0.7914 0.2024 -2.0886 1.6126 0.2678
C -1.5890 -0.1252 -2.0913 -1.5040 -2.0521 0.9645
H -1.9819 -1.1876 -2.0240 -0.7204 0.7019 -0.7376
H 0.1984 -1.0964 -1.5449 0.1896 -0.6703 0.5450
H -2.3269 0.5394 -1.7322 -0.8234 0.7228 0.4171
N -0.4985 0.0172 0.0522 0.9378 -0.7232 -0.7546
```
Forces are in eV/Å.

Values from the calculation:
HOMO energy (alpha / beta) = -14.240 / -14.241 eV
HOMO-LUMO gap (alpha / beta) = 10.0 / 10.0 eV
Net charge = +1
Energy above the lowest of the compared OMol25 structures with the same formula, charge and spin = 600.41 kJ/mol

Results of the Löwdin charge analysis, in e, for atoms 1 through 2: number 1, H, carries 0.098; number 2, O, carries -0.148

=====

(9)
Entry from the OMol25 dataset: a cluster of 2 separate species, C3H8NO2 in total (the ωB97M-V functional and the def2-TZVPD basis).

Structure (XYZ):
```
14
Properties=species:S:1:pos:R:3:forces:R:3
O 0.5266 -1.8399 -0.2313 -0.4521 0.4438 0.1234
H 0.7659 0.9861 -1.9739 -0.2061 -0.1952 -0.0227
H -1.3303 1.0830 1.5457 -0.0042 -0.3696 -0.1222
C -0.2835 1.1076 -1.6947 0.7236 0.5733 0.1837
H 1.9315 -1.6358 2.3930 -0.3508 0.2984 0.0398
C -1.1747 1.3731 0.5124 0.0846 0.5045 0.8913
N -0.4084 0.7399 -0.2609 -1.0668 -0.6732 -2.0292
H -0.9194 0.4606 -2.2940 0.0333 -0.0632 0.0715
H -0.5300 2.1599 -1.8468 -0.1915 -0.1874 0.1297
C 0.9194 -2.1140 0.8719 0.1673 -0.7589 0.1024
H -0.1245 -0.2684 -0.1647 0.5727 0.4345 0.8091
O 1.4033 -1.1931 1.7035 0.3112 -0.3088 -0.0176
H -1.6510 2.2880 0.1777 0.1604 0.0714 -0.0840
H 0.8751 -3.1468 1.2620 0.2184 0.2303 -0.0752
```
Forces are in eV/Å.

Values from the calculation:
HOMO energy = -15.527 eV
HOMO-LUMO gap = 10.9 eV
Net charge = +1
Energy above the lowest of the compared OMol25 structures with the same formula, charge and spin = 131.87 kJ/mol

Results of the Löwdin charge analysis, in e, for atoms 1 through 2: number 1, O, carries 0.065; number 2, H, carries 0.110

=====

(10)
Entry from the OMol25 dataset: a cluster of 3 separate species, C3H8NO2 in total (the ωB97M-V functional and the def2-TZVPD basis).

Structure (XYZ):
```
14
Properties=species:S:1:pos:R:3:forces:R:3
C 0.3973 0.6788 -0.1311 0.6768 0.4146 0.9411
H 0.6268 -1.4349 1.9354 0.0427 0.1387 0.2463
O -1.1667 0.4651 -2.5334 0.5468 -0.0843 -0.1623
C -0.4628 -0.3619 -0.1361 0.4929 -0.8980 0.4291
H -0.3067 -1.2894 -0.6746 -0.1086 0.2318 -0.4017
O -1.8307 1.9459 -0.8929 0.1110 0.5317 -0.4807
H 0.2413 1.3447 0.7081 -0.2951 0.6804 -0.3693
C -1.1921 1.1846 -1.4777 -0.8693 -0.7622 1.2571
H 2.1780 -1.8832 1.8132 0.1817 0.3190 0.1004
H 1.8017 -0.2546 1.9786 0.1424 -0.1942 -0.0011
H -1.2184 -0.3658 0.6462 -0.3068 0.0561 -0.3997
H -2.0423 0.4009 -2.9687 0.0448 0.3593 -0.1486
N 1.5631 -1.2009 2.2464 -0.2601 -0.3776 -0.1556
H 1.4114 0.7708 -0.5133 -0.3993 -0.4154 -0.8550
```
Forces are in eV/Å.

Values from the calculation:
HOMO energy = -13.503 eV
HOMO-LUMO gap = 7.4 eV
Net charge = +1
Energy above the lowest of the compared OMol25 structures with the same formula, charge and spin = 437.79 kJ/mol

Results of the Löwdin charge analysis, in e, for atoms 1 through 2: number 1, C, carries 0.020; number 2, H, carries -0.008

=====

(11)
Entry from the OMol25 dataset: the ion C3H8NO2 with charge +1 (the ωB97M-V functional and the def2-TZVPD basis).

Structure (XYZ):
```
14
Properties=species:S:1:pos:R:3:forces:R:3
H 1.6034 -0.8436 0.8792 2.1406 -1.5115 3.0519
H 1.5386 -0.6780 -0.6548 1.2951 0.3281 -2.1532
H 1.1878 2.4573 -0.0776 -0.6848 2.8333 0.2527
N 1.0248 -0.6087 0.1669 -3.6467 0.2522 -0.2737
O -1.8951 0.9466 0.2378 -3.4450 -0.8173 -1.2604
H -0.4553 -2.0976 -0.8225 0.8602 1.5392 1.6765
H -0.8805 -1.4334 0.9841 1.5604 0.0648 -2.0510
O 1.3978 1.5660 -0.1149 1.4387 -1.5453 -0.6783
C -0.8512 0.4750 -0.4565 2.4282 -3.8436 4.0853
C 0.4366 0.7421 0.3511 -0.5934 0.3453 -0.5784
H -0.6514 0.6892 -1.4296 -0.3536 0.5136 -3.2166
H -2.7883 0.5980 -0.1563 2.3449 1.1803 0.9979
C -0.3044 -1.2620 -0.0272 -3.7415 1.0541 -0.2628
H 0.1032 0.9447 1.3681 0.3969 -0.3932 0.4102
```
Forces are in eV/Å.

Values from the calculation:
HOMO energy = -14.589 eV
HOMO-LUMO gap = 11.4 eV
Net charge = +1
SMILES = O[C@@H]1C[NH2+][C@H]1O
Energy above the lowest of the compared OMol25 structures with the same formula, charge and spin = 345.83 kJ/mol

Results of the Löwdin charge analysis, in e, for atoms 1 through 2: number 1, H, carries 0.146; number 2, H, carries 0.165

=====

(12)
Entry from the OMol25 dataset: a cluster of 2 separate species, C3H8NO2S in total (the ωB97M-V functional and the def2-TZVPD basis).

Structure (XYZ):
```
15
Properties=species:S:1:pos:R:3:forces:R:3
H 2.0441 -2.3403 0.0135 -0.3166 0.0131 0.1722
N 0.5604 0.8272 0.5452 -0.1559 -0.1670 -0.3741
H -0.3439 1.5522 -1.1836 0.2161 -0.0116 -0.2735
H -1.9707 -0.0707 -1.5325 -0.5012 0.3094 -0.0417
C 0.0797 1.2782 1.7087 0.2034 -0.1049 -0.1207
H -2.2240 0.5984 0.1026 -0.6133 0.4770 0.3415
H -1.0108 1.4195 1.6893 -0.0114 0.0408 0.0832
O 2.1429 -1.9152 -0.8402 0.5110 0.0367 -0.3548
O 0.7586 1.5235 2.6974 -0.0867 0.0229 0.0600
H 1.3550 -2.1796 -1.3285 -0.3190 0.0386 0.2833
S -1.5179 -1.7568 0.0839 -0.0488 0.1058 0.1013
C -1.6083 -0.0233 -0.5079 1.5077 -1.4483 -0.6077
C -0.2151 0.5823 -0.6848 -0.2761 0.7789 0.8726
H 1.5373 0.5824 0.5010 -0.0290 -0.0045 0.2162
H 0.4126 -0.0780 -1.2640 -0.0801 -0.0870 -0.3579
```
Forces are in eV/Å.

Values from the calculation:
HOMO energy = -2.818 eV
HOMO-LUMO gap = 6.7 eV
Net charge = -1
Energy above the lowest of the compared OMol25 structures with the same formula, charge and spin = 131.73 kJ/mol

Results of the Löwdin charge analysis, in e, for atoms 1 through 2: number 1, H, carries 0.025; number 2, N, carries 0.023

=====

- What is the formula in the seventh record?
  C3H8NO2

=====

- Which formula does entry 10 have?
  C3H8NO2

=====

- Look up the energy above the lowest of the compared OMol25 structures with the same formula, charge and spin of the eighth one.
  600.41 kJ/mol

=====

- energy above the lowest of the compared OMol25 structures with the same formula, charge and spin of number 1 (C3H8NO)?
  158.09 kJ/mol